# 1
This record from the OMol25 dataset describes C19H14Cl2IIrN4O2S2 as an isolated structure. The level of theory is ωB97M-V/def2-TZVPD.

Last column: Löwdin spin population.
Element x y z (Å)
Ir -1.230 -0.921 -0.846  0.06
C -1.522 -1.569 4.995  0.00
C -0.726 -1.833 3.778  0.00
N 1.261 0.360 3.396  0.00
C 2.337 1.126 3.100  0.00
C 2.563 1.191 1.730  0.00
C 3.703 1.891 1.049  0.00
O 3.287 2.757 -0.004  0.00
C 1.525 0.447 1.096  0.00
C 1.530 0.331 -0.322  0.00
N 0.675 -0.050 -1.215  0.00
C 1.140 0.115 -2.579  0.00
C 2.252 0.903 -2.906  0.00
C 2.707 1.008 -4.207  0.00
C 2.062 0.356 -5.248  0.00
C 0.921 -0.369 -4.968  0.00
C 0.480 -0.459 -3.656  0.00
I -1.328 -1.419 -3.333  0.00
C 0.769 0.052 2.224  0.00
O -1.535 -0.934 1.257  0.00
H -1.212 -0.625 5.439  0.00
H -1.302 -2.366 5.706  0.00
H -2.597 -1.564 4.813  0.00
H 2.917 1.580 3.888  0.00
H 4.375 1.168 0.583  0.00
H 4.288 2.428 1.799  0.00
H 2.892 3.548 0.376  0.00
H 2.489 0.657 -0.693  0.00
H 2.769 1.495 -2.162  0.00
H 3.572 1.626 -4.405  0.00
H 2.420 0.437 -6.265  0.00
H 0.367 -0.849 -5.763  0.00
S -2.530 1.015 -1.017  0.18
C -3.882 0.024 -0.847  0.00
S -3.478 -1.620 -0.721  0.06
C -5.218 0.525 -0.803  0.31
C -6.305 -0.363 -0.642  0.03
N -7.185 -1.092 -0.495  0.17
C -5.468 1.911 -0.909  0.03
N -5.666 3.044 -0.985  0.17
Cl -0.495 -1.173 2.366  0.00
C -0.581 -2.975 2.869  0.00
Cl -0.128 -2.970 -0.440  0.00
H 0.424 -3.316 2.654  0.00
H -1.337 -3.529 2.313  0.00

Results
Energy above the lowest of the compared OMol25 structures with the same formula, charge and spin in kJ/mol: 1039.72
E_tot in eV: -87622.525
Molecular weight in g mol⁻¹: 784.51
Net charge: +1
Multiplicity: 2



# 2
This record from the OMol25 dataset describes C19H14Cl5N8O3S5Y as an isolated structure. The level of theory is ωB97M-V/def2-TZVPD.

Last column: Mulliken charge in e.
Element x y z (Å)
Y 0.684 0.326 0.142  0.30
N -0.468 2.690 1.561  -0.33
N 0.558 3.480 2.096  -0.22
C 1.847 3.156 1.871  0.53
N 2.816 3.788 2.527  -0.37
N 2.035 2.234 0.936  -0.29
N 3.191 1.620 0.771  1.58
O 3.154 0.656 0.006  -0.74
O 4.221 2.030 1.263  -0.83
H -1.014 3.206 0.870  0.28
H -1.081 2.341 2.298  0.28
H 0.339 4.195 2.784  0.16
H 2.616 4.362 3.328  0.18
H 3.758 3.423 2.380  0.22
C -2.114 0.247 -3.866  -0.90
N -2.108 -0.658 -2.752  0.28
C -2.042 -2.027 -2.836  -0.98
C -2.108 -2.528 -1.586  -0.19
N -2.201 -1.459 -0.715  0.68
C -2.180 -0.299 -1.448  -0.03
S -2.330 1.259 -0.872  -0.35
C -2.251 -1.583 0.678  0.29
C -2.907 -2.676 1.238  -1.08
C -2.862 -2.840 2.609  -0.51
C -2.215 -1.880 3.372  -1.00
C -1.637 -0.798 2.727  -0.13
N -1.629 -0.649 1.403  0.56
H -2.911 -0.030 -4.556  0.38
H -1.157 0.217 -4.388  0.31
H -2.294 1.254 -3.492  0.29
H -1.938 -2.530 -3.774  0.49
H -2.041 -3.537 -1.236  0.47
H -3.420 -3.390 0.617  0.53
H -3.323 -3.703 3.063  0.44
H -2.148 -1.977 4.444  0.47
H -1.135 -0.020 3.288  0.31
Cl 1.262 -1.792 -2.493  -0.09
C 1.300 -0.160 -3.054  0.80
C 0.937 0.801 -2.107  -0.58
C 0.972 2.114 -2.571  1.01
Cl 0.532 3.316 -1.420  -0.26
C 1.328 2.477 -3.865  -0.55
Cl 1.341 4.124 -4.358  -0.19
C 1.680 1.475 -4.769  0.89
Cl 2.112 1.870 -6.379  -0.19
C 1.664 0.140 -4.363  -0.66
Cl 2.080 -1.097 -5.483  -0.18
O 1.667 -4.625 5.397  -0.60
C 1.542 -3.814 4.527  0.59
S 1.866 -2.092 4.729  -0.17
C 1.495 -1.583 3.080  0.36
C 1.114 -2.558 2.220  -0.03
S 0.770 -2.402 0.542  -0.55
S 0.981 -4.185 2.890  -0.11
S 1.650 0.092 2.727  -0.52

Results
E_tot in eV: -155825.609
Molecular weight in g mol⁻¹: 828.88
Net charge: 0



# 3
This record from the OMol25 dataset describes one molecule with the formula C19H14ClN3O4S. The level of theory is ωB97M-V/def2-TZVPD.

Last column: Mulliken charge in e.
Element x y z (Å)
O 5.270 -6.517 -1.832  -0.59
C 4.097 -6.352 -1.609  0.45
O 3.214 -7.360 -1.663  -0.45
C 3.486 -5.053 -1.245  0.17
C 4.314 -3.938 -1.135  -0.58
C 3.772 -2.714 -0.794  -0.83
C 2.412 -2.597 -0.560  -0.15
C 1.577 -3.703 -0.673  1.25
C 0.094 -3.584 -0.414  -1.72
N -0.458 -2.366 -0.974  0.21
C -0.694 -1.204 -0.280  0.23
Cl -0.420 -1.149 1.399  -0.14
C -1.156 -0.169 -1.028  0.79
C -1.505 1.165 -0.633  -0.98
N -1.376 1.507 0.593  -0.73
N -1.684 2.735 1.055  0.18
C -2.135 3.853 0.395  0.57
O -2.304 3.908 -0.804  -0.62
C -2.374 5.014 1.299  0.49
C -2.833 4.877 2.607  -0.39
C -3.052 6.001 3.383  -0.68
C -2.811 7.264 2.868  -0.36
C -2.369 7.407 1.563  -0.53
C -2.159 6.288 0.780  -0.41
S -1.303 -0.672 -2.707  -0.21
C -0.713 -2.307 -2.321  0.59
O -0.575 -3.205 -3.104  -0.57
C 2.119 -4.930 -1.021  -0.67
H 3.669 -8.180 -1.912  0.35
H 5.370 -4.055 -1.321  0.46
H 4.407 -1.845 -0.709  0.41
H 2.001 -1.636 -0.289  0.32
H -0.426 -4.425 -0.878  0.37
H -0.105 -3.579 0.661  0.50
H -1.864 1.814 -1.425  0.51
H -1.503 2.809 2.048  0.32
H -3.058 3.901 3.014  0.42
H -3.415 5.890 4.394  0.39
H -2.978 8.136 3.482  0.38
H -2.192 8.391 1.156  0.39
H -1.825 6.379 -0.243  0.41
H 1.485 -5.797 -1.123  0.45

Results
SMILES: O=C(O)c1cccc(Cn2c(Cl)c(/C=N/NC(=O)c3ccccc3)sc2=O)c1
Energy above the lowest of the compared OMol25 structures with the same formula, charge and spin in kJ/mol: 0.00
E_tot in eV: -55948.655
Molecular weight in g mol⁻¹: 415.86
Net charge: 0



# 4
This record from the OMol25 dataset describes C19H14CoN5O2 as an isolated structure. The level of theory is ωB97M-V/def2-TZVPD.

Last column: Löwdin spin population.
Element x y z (Å)
Co 1.052 -0.060 0.319  2.69
O 0.149 3.753 1.275  0.02
C 0.415 2.676 0.809  0.01
N 0.358 1.431 1.375  0.08
C 0.103 1.161 2.696  0.01
O -0.478 1.816 3.520  0.01
C 0.713 -0.189 3.091  0.01
C 0.532 -0.681 4.368  0.00
C 1.162 -1.861 4.727  0.00
C 1.971 -2.505 3.801  0.00
C 2.101 -1.958 2.540  0.01
N 1.476 -0.829 2.181  0.04
C 0.980 2.583 -0.608  0.01
C 0.857 3.647 -1.477  0.00
C 1.384 3.533 -2.753  0.01
C 2.043 2.365 -3.112  0.00
C 2.137 1.346 -2.186  0.01
N 1.609 1.443 -0.958  0.04
H -0.085 -0.115 5.052  0.00
H 1.037 -2.269 5.721  0.00
H 2.500 -3.415 4.048  0.00
H 2.736 -2.420 1.794  0.00
H 0.358 4.541 -1.129  0.00
H 1.287 4.345 -3.461  0.00
H 2.481 2.242 -4.092  0.00
H 2.657 0.426 -2.422  0.00
N -1.455 -3.138 -0.927  0.00
C -0.362 -2.630 -0.341  0.01
N -0.250 -1.334 -0.538  0.04
C -1.360 -0.963 -1.307  0.01
C -1.755 0.280 -1.794  0.00
C -2.920 0.329 -2.529  0.00
C -3.683 -0.825 -2.781  0.00
C -3.301 -2.060 -2.300  0.00
C -2.125 -2.098 -1.559  0.00
H -1.734 -4.105 -0.907  0.00
H 0.332 -3.230 0.227  0.00
H -1.182 1.179 -1.598  0.00
H -3.260 1.279 -2.919  0.00
H -4.592 -0.741 -3.361  0.00
H -3.888 -2.950 -2.487  0.00

Results
E_tot in eV: -69099.529
Molecular weight in g mol⁻¹: 403.29
Net charge: +1
Multiplicity: 4



# 5
This record from the OMol25 dataset describes C19H14CoN7O4S3 as an isolated structure. The level of theory is ωB97M-V/def2-TZVPD.

Last column: Mulliken charge in e.
Element x y z (Å)
Co 0.485 -0.139 0.125  -0.27
C -3.920 -1.592 -1.820  -0.87
S -3.961 -1.018 -0.112  -0.01
C -2.370 -0.347 0.092  0.51
S -1.283 -0.087 -1.256  -0.35
N -2.058 0.009 1.301  -1.17
N -0.823 0.607 1.225  1.20
C -0.614 1.773 1.684  -0.65
C 0.545 2.431 1.081  0.73
C 1.007 3.691 1.407  -1.03
C 2.029 4.235 0.648  -0.20
C 2.546 3.514 -0.416  -0.88
C 2.038 2.253 -0.682  -0.20
N 1.059 1.729 0.048  0.56
H -4.881 -2.079 -1.978  0.36
H -3.119 -2.312 -1.966  0.29
H -3.820 -0.765 -2.518  0.30
H -1.333 2.271 2.322  0.45
H 0.579 4.217 2.248  0.49
H 2.418 5.216 0.885  0.43
H 3.336 3.912 -1.036  0.46
H 2.410 1.637 -1.489  0.63
N 0.217 -4.095 0.881  -0.42
C 0.189 -2.817 1.337  0.85
O -0.003 -1.946 0.409  -0.38
C 0.310 -2.590 2.715  0.53
C 0.558 -3.711 3.548  -0.51
N 0.779 -4.665 4.160  -0.59
C 0.188 -1.322 3.328  0.19
N 0.097 -0.288 3.831  -0.65
H 0.488 -4.835 1.507  0.22
H 0.425 -4.202 -0.097  0.26
O 2.727 1.261 2.606  -0.55
C 3.026 0.469 1.747  0.10
N 2.179 -0.495 1.210  0.13
S 2.850 -1.232 -0.061  1.18
O 3.082 -2.636 0.005  -0.68
O 1.940 -0.778 -1.149  -0.55
C 4.381 -0.369 -0.048  0.56
C 5.485 -0.504 -0.868  -0.87
C 6.596 0.267 -0.553  -0.52
C 6.590 1.117 0.554  -0.53
C 5.473 1.223 1.371  -0.66
C 4.362 0.463 1.053  0.27
H 5.487 -1.182 -1.711  0.49
H 7.483 0.200 -1.168  0.41
H 7.475 1.696 0.778  0.42
H 5.452 1.874 2.235  0.53

Results
Energy above the lowest of the compared OMol25 structures with the same formula, charge and spin in kJ/mol: 63.35
E_tot in eV: -108682.800
Molecular weight in g mol⁻¹: 559.50
Net charge: 0



# 6
This record from the OMol25 dataset describes C19H15AsAuF6N2O8S as an isolated structure. The level of theory is ωB97M-V/def2-TZVPD.

Last column: Löwdin spin population.
Element x y z (Å)
Au -0.081 0.140 1.047  0.88
O -3.021 2.815 2.144  0.00
As -2.349 1.270 2.778  0.01
O -2.817 1.108 4.322  0.01
O -0.677 1.557 2.464  0.12
C -3.159 0.124 1.407  0.01
C -3.964 0.766 0.466  0.00
C -4.563 0.048 -0.559  0.00
C -4.361 -1.317 -0.664  0.00
C -3.564 -1.969 0.264  0.00
C -2.969 -1.260 1.296  0.01
S -1.945 -2.197 2.425  0.01
O -1.466 -3.339 1.692  0.00
O -2.732 -2.453 3.599  0.01
O -0.864 -1.191 2.706  0.09
H -2.789 3.469 2.816  0.00
H -4.114 1.831 0.539  0.00
H -5.180 0.565 -1.284  0.00
H -4.813 -1.875 -1.475  0.00
H -3.364 -3.029 0.190  0.00
O 0.141 -1.441 -0.301  0.15
C 0.528 -1.350 -1.541  0.01
C 0.902 -2.560 -2.179  0.01
C 1.327 -2.593 -3.482  0.00
C 1.402 -1.418 -4.241  0.01
C 1.037 -0.235 -3.647  0.00
C 0.602 -0.166 -2.312  0.01
C 0.239 1.129 -1.766  0.03
N -0.503 1.382 -0.691  0.14
C -0.541 2.754 -0.509  0.00
C 0.139 3.340 -1.515  0.02
N 0.610 2.305 -2.310  0.01
H 0.832 -3.457 -1.578  0.00
H 1.603 -3.540 -3.931  0.00
H 1.724 -1.440 -5.273  0.00
H 1.058 0.672 -4.243  0.00
H -1.068 3.182 0.326  0.00
H 0.320 4.372 -1.750  0.00
H 1.265 2.397 -3.065  0.00
C 2.915 -1.283 1.261  0.01
C 2.991 0.236 1.099  0.03
O 1.918 0.785 0.424  0.40
C 4.209 0.573 0.198  0.02
F 4.459 1.894 0.153  0.00
F 5.335 -0.037 0.618  0.01
F 3.978 0.160 -1.060  0.00
C 3.147 0.909 2.483  0.00
F 3.040 2.240 2.416  0.00
F 2.192 0.464 3.313  0.00
F 4.342 0.623 3.048  0.00
H 2.861 -1.739 0.274  0.00
H 2.011 -1.550 1.806  0.00
H 3.779 -1.668 1.801  0.00

Results
Energy above the lowest of the compared OMol25 structures with the same formula, charge and spin in kJ/mol: 194.08
E_tot in eV: -130978.113
Molecular weight in g mol⁻¹: 817.28
Net charge: -1
Multiplicity: 3